Entry from the Open Molecules 2025 dataset: an isolated molecule of C8H14SSi (ωB97M-V with the def2-TZVPD basis set).

Values from the calculation:
* gap between HOMO and LUMO: 6.9 eV
* HOMO energy: -7.2 eV
* lowest unoccupied orbital energy: -0.32 eV
* ΔE to the lowest compared entry with this formula, charge and spin: 129.1 kcal/mol

Geometry as XYZ:
```
24
Properties=species:S:1:pos:R:3:mulliken_charge:R:1
C 2.88 0.73 0.37 -0.757
C 2.53 -1.78 -0.06 -0.438
C 1.56 0.89 -0.11 1.514
C 0.69 0.01 -0.61 -0.620
C 1.13 2.42 -0.13 -1.562
C -1.00 -1.64 1.56 -1.224
C -1.63 -1.18 -1.79 -1.136
C -2.30 0.80 0.27 -1.311
Si -1.13 -0.62 -0.03 0.619
S 3.78 -0.74 0.03 -0.002
H 3.64 1.52 0.38 0.278
H 2.82 -2.85 -0.17 0.230
H 1.90 3.10 0.06 0.448
H 0.63 2.68 -1.04 0.349
H 0.45 2.65 0.71 0.296
H -1.24 -2.68 1.74 0.435
H -0.02 -1.65 2.11 0.360
H -1.57 -1.04 2.33 0.308
H -2.64 -1.56 -1.98 0.380
H -1.60 -0.22 -2.33 0.299
H -0.98 -1.88 -2.33 0.359
H -3.25 0.33 0.05 0.363
H -2.40 1.10 1.29 0.368
H -2.25 1.62 -0.32 0.446
```

=====

Entry from the Open Molecules 2025 dataset: an isolated molecule of C8H15ClO2 (ωB97M-V with the def2-TZVPD basis set).

Values from the calculation:
* structure (SMILES): CCCCCCC(=O)OCCl
* gap between HOMO and LUMO: 11.2 eV
* HOMO energy: -10.4 eV
* lowest unoccupied orbital energy: 0.86 eV
* ΔE to the lowest compared entry with this formula, charge and spin: 0.0 kcal/mol

Geometry as XYZ:
```
26
Properties=species:S:1:pos:R:3:mulliken_charge:R:1
C 0.41 -3.47 0.07 -1.105
C 0.60 -2.31 1.02 -0.610
C 0.16 -0.96 0.39 -0.160
C 1.14 -0.44 -0.68 -0.395
C 0.76 0.85 -1.46 -0.797
C 0.90 2.13 -0.68 -0.512
C -0.19 2.36 0.34 0.565
O 0.02 2.75 1.47 -0.615
O -1.41 2.16 -0.15 -0.248
C -2.55 2.31 0.70 -0.332
Cl -3.68 0.96 0.19 -0.190
H 1.11 -3.37 -0.82 0.267
H 0.65 -4.39 0.57 0.377
H -0.62 -3.53 -0.35 0.270
H 0.00 -2.47 1.93 0.352
H 1.65 -2.21 1.35 0.300
H -0.86 -1.08 -0.05 0.250
H 0.04 -0.27 1.25 0.191
H 1.32 -1.23 -1.43 0.241
H 2.06 -0.15 -0.18 0.203
H 1.41 1.00 -2.31 0.349
H -0.24 0.82 -1.91 0.369
H 0.78 2.94 -1.42 0.321
H 1.82 2.23 -0.14 0.252
H -2.25 2.13 1.76 0.310
H -3.05 3.26 0.53 0.346
```

=====

Entry from the Open Molecules 2025 dataset: an isolated ion of composition C8H15FN and charge +1 (ωB97M-V with the def2-TZVPD basis set).

Values from the calculation:
* 2S+1: 3
* net charge: +1
* gap between HOMO and LUMO (alpha / beta): 5.4 / 5.5 eV
* HOMO energy (alpha / beta): -8.9 / -12.7 eV
* lowest unoccupied orbital energy (alpha / beta): -3.50 / -7.19 eV
* ΔE to the lowest compared entry with this formula, charge and spin: 41.5 kcal/mol

Geometry as XYZ:
```
25
Properties=species:S:1:pos:R:3:mulliken_spin:R:1
C 0.10 1.84 0.52 0.381
C -0.88 1.20 -0.15 0.465
C -0.87 -0.37 -0.20 0.097
C 1.32 1.29 1.12 0.217
C 1.39 -0.81 0.49 0.539
C -2.25 1.73 -0.56 0.014
C 1.10 -1.72 1.60 0.003
C 0.88 -0.37 -1.91 0.001
N 0.45 -0.93 -0.64 -0.023
F 2.39 1.84 0.53 0.050
H 0.12 2.83 0.87 0.067
H -1.24 -0.78 0.77 0.039
H -1.59 -0.64 -0.94 0.007
H 1.52 1.34 2.25 0.029
H 2.47 -0.80 0.09 -0.008
H -2.85 1.11 -1.17 -0.002
H -2.01 2.77 -1.06 0.033
H -2.72 2.14 0.26 0.032
H 0.25 -2.33 1.32 0.006
H 0.77 -1.29 2.53 0.020
H 1.94 -2.34 1.78 0.016
H 0.96 0.67 -1.82 0.006
H 1.90 -0.58 -1.98 -0.001
H 0.23 -0.69 -2.68 -0.001
H 0.13 -1.87 -0.82 0.014
```